ORCA calculation (ωB97M-V/def2-TZVPD) on a cluster of 2 separate species, C5H5NO in total.

Cartesian coordinates (Å):
C (1.28403, -1.99813, 0.45853)
C (0.66727, -0.96576, 0.45757)
C (-0.07141, 0.28666, 0.64172)
C (-1.46978, 0.06093, 1.04331)
N (-2.54994, -0.10470, 1.42347)
C (0.11841, 1.42139, -0.37161)
O (1.12889, 1.57472, -0.99674)
H (1.85457, -2.90358, 0.48076)
H (0.41229, 0.85283, 1.45282)
H (-0.70634, 2.15898, -0.34046)
H (-0.07076, 0.06338, -2.19465)
H (-0.64910, -0.34465, -1.97509)

As for the multiplicity: 1. The calculation puts the HOMO energy at -0.388 Eh. As for the total charge: 0. The value obtained for the total energy is -323.37043 a.u. The frontier orbital gap is 0.4054 Ha. The energy above the lowest of the compared OMol25 structures with the same formula, charge and spin is 391.9 kJ/mol. The value obtained for the lowest unoccupied orbital energy is 0.463 eV. The SMILES is C#C[C@H](C#N)C=O.[H][H]. The largest force on an atom is 1.3 eV/Å.


ORCA calculation (ωB97M-V/def2-TZVPD) on a structure of composition C4H10NO6S2.

Cartesian coordinates (Å):
C (-2.13436, 0.10695, 2.14205)
C (-0.63163, -0.11402, 1.85702)
O (-0.31128, -1.46439, 1.52905)
S (-0.42537, -1.78604, -0.08597)
O (-0.99414, -3.15727, -0.17260)
O (-1.37685, -0.80724, -0.68744)
N (1.06801, -1.83973, -0.83200)
S (2.04260, -0.55627, -0.37435)
O (3.38684, -0.81478, -0.97979)
O (2.20755, -0.38814, 1.10156)
C (1.50286, 1.03751, -1.10093)
C (0.47889, 0.93199, -2.28073)
O (-0.71587, 1.62315, -1.94717)
H (-2.34344, 0.26394, 3.20871)
H (-2.47183, 1.02504, 1.63395)
H (-2.74969, -0.70095, 1.73380)
H (-0.07744, 0.13464, 2.77239)
H (-0.23299, 0.55005, 1.08255)
H (1.13203, 1.73878, -0.34356)
H (2.41005, 1.50267, -1.50814)
H (0.90722, 1.38891, -3.17960)
H (0.25329, -0.11378, -2.53057)
H (-0.92445, 1.43897, -1.03823)

As for the multiplicity: 1. The calculation puts the HOMO energy at -0.225 Eh. As for the total charge: -1. The value obtained for the total energy is -1460.99387 a.u. The frontier orbital gap is 0.3474 Ha. The energy above the lowest of the compared OMol25 structures with the same formula, charge and spin is 82.2 kJ/mol. The value obtained for the lowest unoccupied orbital energy is 3.325 eV. The largest force on an atom is 4.3 eV/Å.


ORCA calculation (ωB97M-V/def2-TZVPD) on the ion C2H2N3S3 with charge -1.

Cartesian coordinates (Å):
S (-0.31311, 2.70734, -0.11091)
C (-0.16916, 1.13317, -0.02772)
N (1.08767, 0.59919, 0.09397)
N (1.03782, -0.78801, 0.28627)
N (-0.42118, -1.11054, 0.12838)
S (-0.51889, -2.79401, -0.17264)
C (-1.13203, 0.03301, -0.02616)
S (-2.79793, 0.35872, -0.10154)
H (1.84100, 1.21579, 0.39998)
H (1.38581, -1.35466, -0.46962)

As for the multiplicity: 1. The calculation puts the HOMO energy at -0.134 Eh. As for the total charge: -1. The value obtained for the total energy is -1436.22855 a.u. The frontier orbital gap is 0.2470 Ha. The energy above the lowest of the compared OMol25 structures with the same formula, charge and spin is 0.0 kJ/mol. The value obtained for the lowest unoccupied orbital energy is 3.086 eV. The SMILES is S=c1[nH][nH]n([S-])c1=S. The largest force on an atom is 3.0 eV/Å.


ORCA calculation (ωB97M-V/def2-TZVPD) on a structure of composition C12H6Cl2F5HoN4O4S2.

Cartesian coordinates (Å):
Ho (-0.30550, 0.15747, -0.05655)
N (0.35483, 0.91029, 3.91118)
C (0.10339, 1.89954, 3.02535)
N (-0.48772, 1.67892, 1.87637)
C (-0.60180, 2.87285, 1.18829)
C (-0.15672, 3.98409, 1.76574)
S (0.51195, 3.55059, 3.30357)
C (-0.52080, 2.89938, -1.22912)
C (-0.15593, 4.03765, -1.81111)
S (0.60658, 3.65321, -3.32086)
C (0.37353, 1.97167, -3.01484)
N (-0.23858, 1.71849, -1.88593)
N (0.77065, 1.00672, -3.86722)
H (0.21401, -0.03880, 3.60188)
H (1.04602, 1.05050, 4.62623)
H (-0.15115, 4.99647, 1.39221)
H (-0.29860, 5.05337, -1.47655)
H (1.43951, 1.21566, -4.58516)
H (0.71210, 0.04816, -3.56302)
O (2.79123, 2.27838, 1.17760)
Cl (1.99502, 1.73718, 0.10016)
O (2.73385, 1.71832, -1.14812)
O (1.70674, 0.25709, 0.45424)
O (-1.21125, 2.73875, -0.04287)
Cl (-2.61540, -0.25312, -0.79474)
F (-0.73776, -2.25549, 2.29115)
C (-0.36883, -2.89721, 1.13857)
C (-0.00256, -2.16653, 0.04994)
C (0.35165, -2.87747, -1.05452)
F (0.70351, -2.21224, -2.19984)
C (0.38102, -4.25200, -1.10436)
F (0.75156, -4.92940, -2.19747)
C (0.00143, -4.94761, 0.02560)
F (0.01503, -6.28355, 0.01479)
C (-0.38680, -4.27288, 1.16609)
F (-0.75002, -4.96915, 2.24973)

As for the multiplicity: 5. The calculation puts the HOMO energy (spin up / spin down) at -0.332 / -0.332 Eh. As for the total charge: 0. The value obtained for the total energy is -4144.91161 a.u. The frontier orbital gap (spin up / spin down) is 0.3356 / 0.3357 Ha. The energy above the lowest of the compared OMol25 structures with the same formula, charge and spin is 87.6 kJ/mol. The value obtained for the lowest unoccupied orbital energy (spin up / spin down) is 0.089 / 0.094 eV. The largest force on an atom is 3.0 eV/Å. As for the expectation value of S²: 6.004.


ORCA calculation (ωB97M-V/def2-TZVPD) on a cluster of 9 separate species, C32H55NO24 in total.

Cartesian coordinates (Å):
C (-2.85533, -2.19844, -2.88839)
C (-3.10285, -3.10699, -4.04659)
C (-2.40320, -2.61981, -5.27573)
O (-1.77265, -3.73234, -5.83853)
C (-1.76660, -4.70343, -4.89520)
O (-1.27285, -5.81364, -5.07236)
O (-2.47517, -4.39648, -3.87325)
H (-1.78898, -1.98251, -2.72470)
H (-3.25051, -2.69090, -2.02909)
H (-3.33417, -1.21634, -3.04461)
H (-4.18794, -3.19974, -4.21750)
H (-1.68165, -1.82932, -5.02446)
H (-3.07841, -2.37522, -6.10506)
C (-4.71924, 1.15905, -2.97476)
C (-3.62282, 1.98993, -3.63279)
C (-2.70091, 2.58303, -2.51404)
O (-1.49116, 1.79745, -2.51480)
C (-1.48979, 1.09856, -3.72151)
O (-0.52663, 0.35783, -3.98139)
O (-2.69623, 1.17998, -4.37541)
H (-5.23713, 0.67742, -3.82113)
H (-5.33517, 1.76746, -2.37596)
H (-4.35535, 0.46041, -2.25399)
H (-4.02097, 2.75484, -4.30853)
H (-3.23011, 2.68868, -1.58035)
H (-2.41302, 3.58322, -2.79346)
C (-0.71045, -0.89089, -0.05795)
C (-1.97262, -0.03698, -0.03234)
C (-2.90229, -0.33694, 1.18803)
O (-3.07876, 0.87835, 1.86287)
C (-2.42183, 1.83268, 1.21828)
O (-2.41270, 3.00352, 1.57295)
O (-1.76012, 1.35519, 0.16745)
H (-0.10002, -0.72513, 0.86560)
H (-0.20294, -0.73444, -1.01978)
H (-0.95115, -1.96419, 0.03507)
H (-2.50738, -0.14778, -0.98507)
H (-2.54599, -1.09662, 1.83516)
H (-3.91398, -0.62529, 0.90972)
C (6.10433, 0.57903, -2.70253)
C (5.31734, -0.64359, -3.16187)
C (5.22664, -1.64204, -1.94912)
O (3.83197, -1.46653, -1.59462)
C (3.21037, -0.73179, -2.37170)
O (2.01374, -0.44003, -2.23546)
O (3.98778, -0.30746, -3.37127)
H (6.98728, 0.25535, -2.12953)
H (5.61171, 1.18987, -1.91873)
H (6.46265, 1.18022, -3.52767)
H (5.63930, -1.08722, -4.09690)
H (5.90997, -1.40204, -1.15511)
H (5.31449, -2.71976, -2.21343)
C (-3.90693, -3.28976, 2.89374)
O (-3.58268, -3.34243, 1.54732)
C (-2.82856, -4.30784, 1.08535)
O (-2.28569, -5.28001, 1.95747)
O (-2.48639, -4.30558, -0.25485)
C (-1.67455, -5.38149, -0.75790)
H (-4.34085, -2.38578, 3.34798)
H (-2.99433, -3.22144, 3.48740)
H (-4.47534, -4.14027, 3.30918)
H (-0.66699, -5.23996, -0.34797)
H (-1.57928, -5.34107, -1.85316)
H (-2.07712, -6.38649, -0.54456)
C (-1.11891, -0.16841, 5.25591)
O (-1.08928, -0.73553, 3.99671)
C (-0.47685, -1.91731, 3.86905)
O (0.11071, -2.54316, 5.01908)
O (-0.40532, -2.42222, 2.62665)
C (0.26684, -3.63998, 2.44627)
H (-1.79940, -0.85318, 5.77772)
H (-1.57841, 0.80478, 5.19015)
H (-0.13739, -0.05365, 5.74895)
H (0.05463, -4.36739, 3.28224)
H (1.37227, -3.51023, 2.41937)
H (0.02962, -4.06818, 1.52572)
C (0.29774, 2.40204, 3.23643)
O (1.15620, 3.07620, 4.18231)
C (1.82968, 2.37433, 5.01632)
O (1.99473, 0.99018, 4.91716)
O (2.36976, 3.15993, 6.02116)
C (3.11569, 2.59474, 7.04651)
H (-0.28353, 1.61281, 3.74445)
H (0.83168, 1.98608, 2.43384)
H (-0.29936, 3.26267, 2.93551)
H (3.42423, 3.34907, 7.81017)
H (3.99757, 2.16984, 6.61725)
H (2.43914, 1.98844, 7.63954)
C (2.61288, 7.72418, -2.28033)
O (2.37457, 6.72937, -1.31961)
C (1.24813, 5.99385, -1.37852)
O (0.26424, 6.25436, -2.38141)
O (1.11042, 5.08883, -0.46132)
C (0.14431, 3.99565, -0.57920)
H (3.72096, 7.71102, -2.36167)
H (2.18060, 8.61002, -1.88025)
H (2.18324, 7.58403, -3.30021)
H (-0.88741, 4.31827, -0.69646)
H (0.19628, 3.46610, 0.30023)
H (0.43960, 3.35348, -1.39966)
C (2.62559, 1.29269, 0.37518)
C (3.34067, 0.55138, 1.47339)
C (2.72164, -0.83484, 1.73625)
C (3.57233, -1.78001, 2.47446)
N (4.26140, -2.49046, 3.04943)
H (1.70715, 0.80907, 0.02061)
H (3.28162, 1.47360, -0.48340)
H (2.29510, 2.26625, 0.69684)
H (3.43313, 1.22256, 2.35353)
H (4.37554, 0.40538, 1.20264)
H (2.53000, -1.33557, 0.77257)
H (1.73615, -0.78716, 2.18999)

As for the multiplicity: 1. The calculation puts the HOMO energy at -0.362 Eh. As for the total charge: 0. The value obtained for the total energy is -3112.63475 a.u. The frontier orbital gap is 0.3689 Ha. The energy above the lowest of the compared OMol25 structures with the same formula, charge and spin is 68.7 kJ/mol. The value obtained for the lowest unoccupied orbital energy is 0.185 eV. The SMILES is C[C@H]1COC(=O)O1.C[C@H]1COC(=O)O1.C[C@H]1COC(=O)O1.C[C@H]1COC(=O)O1.COC(=O)OC.COC(=O)OC.COC(=O)OC.COC(=O)OC.CCCC#N. The largest force on an atom is 9.2 eV/Å.